[1]
Entry from the OMol25 dataset: a structure of composition C35H36N2NiO2PS7 in a non-equilibrium geometry (wB97M-V/def2-TZVPD).

Results
Strongest force on any atom = 0.02266 hartree/bohr
Orbital gap (spin up / spin down) = 6.10 / 6.10 eV
E_tot = -170137.292 eV
Net charge = -1
E_HOMO (spin up / spin down) = -3.75 / -3.75 eV

Structure (XYZ):
```
84
Properties=species:S:1:pos:R:3:mulliken_charge:R:1
Ni 1.135 -0.630 0.907 0.353
S 2.904 -0.848 2.416 -0.406
S -2.115 1.421 0.475 1.196
S 2.825 -1.579 5.343 -0.171
S 2.720 -1.015 -0.835 -0.301
S -0.002 -1.295 5.566 -0.117
S -0.393 -0.454 2.699 0.157
S 1.536 -2.129 7.978 -0.324
P 0.002 -2.412 0.061 1.416
O 0.694 1.147 -0.011 -0.345
O -2.336 1.994 -0.884 -0.819
N 3.499 0.228 -3.034 0.126
N 2.214 1.545 -1.732 -0.144
C 1.320 1.878 -0.796 -0.363
C 0.320 3.822 0.388 -0.311
C 0.313 6.037 -0.543 -0.479
C -5.318 -1.843 0.767 -0.475
C -0.524 -2.321 -1.688 -0.642
C -4.779 -1.336 1.944 -0.689
C -2.777 2.643 1.636 -0.165
C 3.670 1.384 -3.911 -0.701
C -1.538 -3.039 0.814 -1.016
C 4.063 -1.042 -3.470 -1.012
C -4.062 4.634 1.967 -0.679
C -3.562 3.659 1.116 -0.463
C -3.992 -0.289 -0.502 -0.431
C -2.445 2.605 2.983 0.178
C 1.057 -3.892 0.139 0.316
C 2.662 -6.150 0.454 -0.469
C 0.991 5.564 -1.660 -0.666
C 2.003 -1.085 3.874 0.341
C 0.995 3.342 -0.728 0.334
C 1.511 -4.590 -0.974 -0.084
C 1.448 -4.311 1.412 -0.673
C 2.554 1.558 -4.937 -1.065
C -3.842 -0.315 1.905 -0.200
C 1.460 -1.690 6.384 0.100
C -3.764 4.592 3.325 -0.476
C 2.759 0.344 -1.893 0.380
C 3.089 -1.903 -4.274 -0.435
C -0.021 5.162 0.483 -0.677
C 2.307 -5.718 -0.815 -0.597
C -3.459 0.211 0.678 0.322
C 0.672 -0.945 3.985 -0.726
C 2.239 -5.437 1.571 -0.694
C -2.954 3.583 3.830 -0.855
C -4.924 -1.319 -0.456 -0.689
C 1.332 4.222 -1.753 -0.121
H 1.152 -3.730 2.281 0.199
H -3.759 3.677 0.050 0.464
H -4.675 5.434 1.572 0.393
H -1.399 -3.205 1.881 0.455
H -1.849 -3.964 0.324 0.497
H -3.407 0.052 2.826 0.275
H -2.701 3.563 4.882 0.445
H -5.330 -1.719 -1.376 0.392
H 2.738 2.449 -5.541 0.354
H -6.043 -2.647 0.805 0.367
H 2.487 0.701 -5.609 0.356
H 4.636 1.275 -4.409 0.420
H -4.157 5.353 3.989 0.383
H 0.081 3.134 1.190 0.699
H 1.852 3.833 -2.618 0.308
H 1.255 6.242 -2.464 0.399
H -0.898 -3.285 -2.036 0.457
H 1.264 -4.247 -1.972 0.248
H 1.600 1.672 -4.422 0.213
H 4.380 -1.594 -2.590 0.507
H 3.463 -2.927 -4.345 0.380
H 2.537 -5.752 2.563 0.414
H -5.083 -1.744 2.900 0.403
H 4.951 -0.817 -4.064 0.399
H -0.555 5.521 1.355 0.439
H 3.279 -7.032 0.574 0.364
H -1.785 1.828 3.356 0.341
H 2.947 -1.523 -5.286 0.340
H -2.313 -2.280 0.692 0.051
H 3.704 2.267 -3.279 0.430
H 0.051 7.085 -0.470 0.375
H -1.317 -1.574 -1.754 0.128
H 2.120 -1.925 -3.774 -0.195
H -3.675 0.149 -1.441 0.501
H 0.311 -1.993 -2.305 -0.328
H 2.652 -6.260 -1.688 0.389
```

=====

[2]
Entry from the OMol25 dataset: a structure of composition C19H39AlN4O4 (wB97M-V/def2-TZVPD).

Results
Strongest force on any atom = 0.00935 hartree/bohr
Orbital gap = 9.41 eV
E_tot = -41071.793 eV
Net charge = +2
E_HOMO = -14.28 eV

Structure (XYZ):
```
67
Properties=species:S:1:pos:R:3:mulliken_charge:R:1
Al 0.976 0.317 -0.319 -0.750
O 2.948 0.428 -0.607 0.354
O 0.942 -1.238 -0.899 0.443
O 1.275 2.239 -0.730 -0.123
O -5.978 0.330 -1.634 -0.374
N -3.214 0.288 -1.348 0.163
N 1.072 0.297 1.678 0.263
N -0.924 0.740 -0.603 -0.224
N 1.164 0.137 4.240 -0.108
C -2.004 0.507 -0.970 0.457
C -0.724 -2.951 -0.703 -1.230
C -3.837 1.044 -2.467 -0.575
C -0.067 -2.001 -2.932 -1.494
C 0.346 3.355 -0.578 -0.782
C 1.761 -0.971 2.114 0.061
C 1.534 -3.432 -1.646 -1.872
C 3.491 1.588 -1.257 -0.637
C 2.634 2.741 -0.817 -0.657
C 1.822 1.457 2.257 -0.052
C 3.816 -0.728 -0.765 -1.010
C -0.226 0.137 3.809 -1.001
C -5.421 -0.278 -0.489 -0.787
C -0.315 0.290 2.269 -0.463
C 1.851 -1.011 3.661 -0.876
C -4.034 -0.820 -0.789 -0.402
C 0.423 -2.399 -1.545 1.696
C -5.234 1.457 -2.042 -0.599
C 1.814 1.366 3.807 -0.961
H -3.561 -1.201 0.114 0.420
H 2.831 1.384 4.194 0.318
H -5.182 2.197 -1.233 0.320
H 4.113 -0.809 -1.809 0.344
H 2.350 -3.066 -2.271 0.370
H -0.573 -2.836 -3.419 0.491
H -0.750 0.954 4.303 0.332
H 1.283 2.214 4.238 0.356
H 1.195 -1.806 1.706 0.121
H -3.222 1.909 -2.706 0.460
H -5.374 0.438 0.341 0.357
H 0.466 3.788 0.414 0.330
H -0.690 -0.794 4.132 0.351
H -0.773 -1.168 -2.859 0.181
H 0.577 4.096 -1.337 0.400
H 2.836 1.423 1.857 0.395
H 1.155 -4.350 -2.097 0.473
H 4.526 1.735 -0.950 0.352
H 2.664 3.548 -1.546 0.593
H 1.344 2.374 1.910 0.060
H 1.924 -3.680 -0.655 0.336
H 3.456 1.436 -2.337 0.460
H 1.399 -1.925 4.044 0.350
H -6.073 -1.101 -0.206 0.393
H -4.087 -1.612 -1.536 0.315
H -3.887 0.382 -3.333 0.306
H 0.767 -1.693 -3.565 0.353
H -1.187 -3.812 -1.186 0.582
H 4.691 -0.593 -0.133 0.373
H 2.889 -0.996 3.990 0.310
H -0.364 -3.264 0.280 0.317
H -0.862 -0.535 1.810 0.438
H -0.800 1.222 1.983 0.499
H -0.661 2.990 -0.711 0.208
H -5.751 1.901 -2.890 0.376
H 2.750 -0.981 1.663 0.311
H -1.487 -2.181 -0.569 -0.009
H 3.252 -1.606 -0.484 0.275
H 2.924 3.128 0.160 0.319
```

=====

[3]
Entry from the OMol25 dataset: a structure of composition C6H12AlF4N5O (wB97M-V/def2-TZVPD).

Results
Strongest force on any atom = 0.01633 hartree/bohr
Orbital gap = 9.78 eV
E_tot = -33389.465 eV
Net charge = 0
E_HOMO = -10.45 eV

Structure (XYZ):
```
29
Properties=species:S:1:pos:R:3:mulliken_charge:R:1
Al -5.442 0.009 0.962 0.543
F -4.261 0.342 -0.232 -0.407
F -4.679 0.244 2.446 -0.400
F -5.926 -1.587 0.775 -0.383
F -6.715 1.081 0.755 -0.380
O -0.319 -1.414 0.892 -0.631
N -0.266 -2.131 -1.261 -0.455
N 1.594 0.563 0.292 -0.096
N 3.918 0.117 0.246 -0.175
N 0.715 1.167 -0.562 0.063
N 2.732 1.278 -1.449 -0.634
C -0.716 1.189 -0.239 -0.868
C -0.662 -1.259 -0.272 0.468
C 4.001 -0.638 1.487 -0.783
C -1.475 -0.051 -0.700 0.088
C 1.450 1.573 -1.584 -0.018
C 2.807 0.628 -0.270 0.544
H -1.148 2.103 -0.641 0.463
H 1.249 0.101 1.126 0.310
H -0.774 1.242 0.848 0.272
H 1.016 2.095 -2.423 0.456
H 4.477 -0.055 2.275 0.292
H 3.008 -0.953 1.806 0.271
H 4.751 0.274 -0.298 0.246
H -0.475 -1.842 -2.204 0.258
H -2.427 0.006 -0.162 0.051
H 0.677 -2.482 -1.168 0.239
H -1.688 -0.049 -1.769 0.347
H 4.577 -1.549 1.325 0.317
```

=====

[4]
Entry from the OMol25 dataset: a cluster of 2 separate species, C5H8O in total in a non-equilibrium geometry (wB97M-V/def2-TZVPD).

Results
Strongest force on any atom = 0.02017 hartree/bohr
Orbital gap = 9.84 eV
E_tot = -7358.751 eV
Net charge = 0
SMILES = C#CO.C=CC
E_HOMO = -9.29 eV

Structure (XYZ):
```
14
Properties=species:S:1:pos:R:3:mulliken_charge:R:1
O 0.959 -0.393 -2.221 -0.498
C -1.067 -1.841 -1.803 -0.417
C -0.528 1.603 0.829 -1.002
C -0.133 0.209 1.187 0.055
C 1.061 -0.123 1.692 -0.791
C -0.103 -1.158 -2.011 0.190
H -1.617 1.703 0.873 0.292
H -0.207 1.841 -0.190 0.211
H -0.863 -0.573 0.997 0.375
H -1.926 -2.434 -1.594 0.396
H 1.391 -0.631 -3.058 0.343
H 1.302 -1.159 1.906 0.262
H -0.098 2.334 1.521 0.338
H 1.830 0.622 1.870 0.248
```

=====

[5]
Entry from the OMol25 dataset: an isolated molecule of C5H3Cl4NS in a non-equilibrium geometry (wB97M-V/def2-TZVPD).

Results
Strongest force on any atom = 0.07553 hartree/bohr
Orbital gap = 8.40 eV
E_tot = -67647.044 eV
Net charge = 0
SMILES = S[C@]1(Cl)NC(Cl)=C(Cl)C=C1Cl
E_HOMO = -8.57 eV

Structure (XYZ):
```
14
Properties=species:S:1:pos:R:3:mulliken_charge:R:1
Cl 0.074 2.019 -2.539 -0.178
Cl -2.381 -1.882 1.691 -0.144
Cl 0.665 2.356 0.716 -0.160
Cl -2.588 -2.468 -1.663 -0.197
S 1.959 -0.094 0.116 -0.177
N -0.690 -0.043 0.962 -0.343
C -0.898 -0.359 -1.794 -0.332
C -1.462 -1.030 0.460 0.255
C -0.173 0.693 -1.381 0.029
C 0.359 0.693 0.016 0.468
C -1.497 -1.270 -0.888 0.067
H -1.098 0.667 1.570 0.261
H -1.114 -0.192 -2.909 0.292
H 1.775 -0.379 1.453 0.161
```

=====

[6]
Entry from the OMol25 dataset: a cluster of 2 separate species, C3H7FN4 in total in a non-equilibrium geometry (wB97M-V/def2-TZVPD).

Results
Strongest force on any atom = 0.08272 hartree/bohr
Orbital gap = 9.17 eV
E_tot = -11881.380 eV
Net charge = +2
E_HOMO = -17.79 eV

Structure (XYZ):
```
15
Properties=species:S:1:pos:R:3:mulliken_charge:R:1
F 1.432 -2.072 1.286 -0.025
N -0.487 -0.228 -0.040 -0.542
N 0.085 -3.214 2.811 0.069
N 0.466 1.429 -1.377 -0.062
N -1.707 1.806 -0.588 -0.343
C 0.636 -2.610 2.001 0.549
C 1.447 0.667 -1.673 -0.167
C -0.725 0.897 -0.594 0.431
H -1.442 2.713 -0.958 0.206
H 0.419 2.497 -1.384 0.363
H -0.078 -3.690 3.697 0.398
H -1.325 -0.590 0.427 0.236
H 2.320 1.095 -2.073 0.289
H -2.415 1.637 0.109 0.264
H 1.375 -0.338 -1.644 0.334
```